Entry 1:
Below is the ion HO3P2S2 with charge -1 at a distorted geometry, with properties calculated with ωB97M-V/def2-TZVPD.

HOMO-LUMO gap (alpha / beta) = 6.27 / 6.27 eV
LUMO (alpha / beta) = 3.13 / 3.13 eV
HOMO (alpha / beta) = -0.1154 / -0.1154 hartree
net charge = -1
energy above the lowest of the compared OMol25 structures with the same formula, charge and spin = 93.7 kcal/mol

The geometry in XYZ format:
```
8
Properties=species:S:1:pos:R:3:forces:R:3
O -1.41878 3.20098 -1.54749 -0.40 1.35 -1.25
O -0.32091 -0.79578 0.87125 -2.42 -0.51 -1.32
O 1.28032 0.21647 -1.17092 1.42 -0.31 0.82
P -1.11381 2.10475 -0.61571 0.61 -1.08 1.31
P -0.03059 0.41353 -1.83913 -1.70 0.39 -1.18
S -2.90009 0.57109 -0.54246 -0.07 -0.17 0.03
S -1.57467 -0.89935 -0.56157 2.19 0.13 1.94
H 0.43165 -0.35953 0.44132 0.37 0.21 -0.34
```
Forces are in eV/Å.

***

Entry 2:
Below is an isolated molecule of C5H6O2, with properties calculated with ωB97M-V/def2-TZVPD.

HOMO-LUMO gap = 11.36 eV
LUMO = 0.96 eV
HOMO = -0.3821 hartree
SMILES string = C#C[C@@H](C)OC=O
energy above the lowest of the compared OMol25 structures with the same formula, charge and spin = 42.7 kcal/mol

The geometry in XYZ format:
```
13
Properties=species:S:1:pos:R:3:forces:R:3
C -0.95782 2.43305 0.16888 0.13 -0.38 0.00
C -0.57309 1.29398 0.19699 -0.14 0.43 0.02
C -0.11191 -0.09965 0.23992 -0.11 0.00 0.12
C -1.23495 -1.10028 0.00964 -0.05 -0.03 0.00
O 0.86405 -0.28744 -0.81084 0.12 -0.01 0.00
C 2.13985 -0.44843 -0.43362 0.20 -0.02 0.31
O 2.55344 -0.49110 0.69442 -0.19 0.04 -0.48
H -1.29032 3.44818 0.14153 0.06 -0.20 0.01
H 0.38505 -0.28686 1.19618 -0.09 0.05 -0.11
H -1.68058 -0.95148 -0.97753 0.06 0.00 0.14
H -2.01080 -0.97141 0.76972 0.12 -0.01 -0.11
H -0.84034 -2.11842 0.07330 -0.05 0.15 0.00
H 2.76347 -0.54355 -1.33388 -0.04 -0.01 0.10
```
Forces are in eV/Å.

***

Entry 3:
Below is a structure of composition H8O4 at a distorted geometry, with properties calculated with ωB97M-V/def2-TZVPD.

HOMO-LUMO gap = 10.39 eV
LUMO = 0.21 eV
HOMO = -0.3739 hartree
energy above the lowest of the compared OMol25 structures with the same formula, charge and spin = 51.6 kcal/mol

The geometry in XYZ format:
```
12
Properties=species:S:1:pos:R:3:forces:R:3
O 1.60435 -1.61576 0.18947 4.29 -2.33 0.53
H 2.17109 -1.18142 0.82694 0.49 -0.27 0.18
H 0.81579 -1.07390 0.16098 0.46 -0.58 0.46
O 1.59618 0.93741 -1.45290 -0.20 0.73 -0.43
H 1.49069 0.65309 -0.54501 0.38 -0.15 0.08
H 1.88019 0.15117 -1.91915 0.28 -0.32 0.02
O -0.20176 -0.52196 -0.10007 -5.19 2.70 -0.75
H -0.26371 -0.14867 -0.97930 0.08 0.11 -0.56
H -0.63007 0.12145 0.46456 -0.52 -0.13 0.48
O -2.60418 0.59943 1.25773 0.34 -0.09 0.03
H -2.31017 1.35308 0.74606 -0.14 0.39 -0.11
H -3.54841 0.72607 1.35064 -0.26 -0.05 0.07
```
Forces are in eV/Å.

***

Entry 4:
Below is a cluster of 16 separate species, C30H90ClO19S15 in total at a distorted geometry, with properties calculated with ωB97M-V/def2-TZVPD.

HOMO-LUMO gap = 7.66 eV
LUMO = 1.46 eV
HOMO = -0.2278 hartree
net charge = -1

The geometry in XYZ format:
```
155
Properties=species:S:1:pos:R:3:forces:R:3
Cl -0.14902 -0.13416 0.07165 1.64 1.00 -1.70
O -0.77769 1.12742 0.12867 -1.08 2.66 1.23
O 0.44507 -0.48224 1.34236 -1.32 -0.98 0.47
O -1.18119 -0.97760 -0.49189 0.86 -1.66 0.73
O 0.99072 0.02565 -0.81571 -0.18 -0.94 -0.73
C 0.80189 -2.11865 -6.08244 0.62 0.81 0.61
S 1.06120 -3.45704 -4.85214 -0.05 -0.45 0.48
O 2.54683 -3.67501 -4.69309 -0.73 0.51 -0.34
C 0.57649 -2.58363 -3.31354 0.37 0.17 -0.53
H 0.89201 -1.17830 -5.53864 -0.05 0.07 -0.08
H -0.14240 -2.08858 -6.62605 -0.05 -0.56 0.29
H 1.64350 -2.14530 -6.77460 -0.05 -0.33 0.00
H 1.25187 -1.73321 -3.22006 -0.01 0.07 0.02
H 0.77667 -3.25955 -2.48217 -0.13 -0.13 -0.19
H -0.45973 -2.24549 -3.30875 -0.03 -0.15 -0.16
C -3.26295 4.32183 0.95471 -0.25 0.44 0.11
S -2.26648 5.76288 1.36520 3.89 -1.61 -0.26
O -1.30380 5.91683 0.18230 -1.67 0.40 0.91
C -1.12789 4.91423 2.59912 -0.44 -0.11 0.72
H -3.96882 4.86399 0.32550 -0.54 -0.82 -0.19
H -3.71380 3.86952 1.83803 -0.29 0.35 0.07
H -2.74824 3.51972 0.42576 0.45 0.46 -0.14
H -0.64060 4.00485 2.24743 -0.47 -0.02 -0.85
H -1.67902 4.60674 3.48782 -0.33 0.13 0.08
H -0.28300 5.49704 2.96599 -0.31 0.75 -0.43
C 4.66398 0.72633 2.68850 -0.53 -0.31 0.91
S 4.88807 -1.01862 3.22904 1.42 -1.30 0.30
O 5.70356 -1.19051 4.49455 -0.73 0.78 -0.77
C 3.20834 -1.57397 3.63816 -0.28 0.61 -0.29
H 5.15846 1.45395 3.33205 -0.10 -0.29 0.43
H 3.58122 0.81316 2.77909 -0.02 0.59 -0.40
H 5.05877 0.89147 1.68602 -0.20 -0.46 -0.11
H 2.68927 -0.95737 4.37197 0.18 0.17 0.07
H 3.23793 -2.60045 4.00361 0.43 0.10 -0.05
H 2.64439 -1.56794 2.70541 -0.15 0.07 -0.07
C 2.18352 3.86067 5.19745 1.41 -0.28 0.99
S 3.63350 3.07201 6.02703 -0.77 -0.41 -0.68
O 4.77819 3.25277 5.06960 -0.48 0.50 1.15
C 3.67745 4.07917 7.54216 1.16 0.82 0.48
H 2.02415 3.14241 4.39321 -0.52 0.47 -0.04
H 2.51557 4.83958 4.85163 -0.08 -0.11 -0.25
H 1.40320 3.94640 5.95365 -0.32 -0.25 -0.41
H 2.93661 3.85534 8.30973 -0.47 -0.50 -0.59
H 3.69481 5.16399 7.43749 -0.16 0.06 -0.58
H 4.62106 3.85482 8.03952 0.21 -0.25 -0.20
C -2.79851 -0.32297 3.23359 -0.90 -0.57 0.55
S -4.30596 0.72910 3.02129 -0.39 -0.71 0.77
O -5.53032 -0.13952 3.39275 2.18 1.53 -0.11
C -3.91267 1.98449 4.35618 -0.30 -0.36 -0.19
H -3.08892 -1.29996 2.84725 -0.03 0.14 -0.48
H -2.65078 -0.52710 4.29407 0.04 0.35 0.05
H -1.88287 0.02057 2.75226 -0.24 0.33 -0.11
H -4.68191 2.75583 4.31865 -0.16 -0.21 0.04
H -2.95497 2.48431 4.21094 0.12 -0.18 -0.59
H -3.82974 1.55402 5.35413 -0.48 -0.28 -0.15
C 3.94936 -2.01137 -0.37099 -0.30 0.32 0.17
S 5.64656 -2.41435 -0.89869 0.08 -1.66 1.44
O 6.21025 -3.42698 0.15858 -1.33 1.68 -2.63
C 5.13476 -3.23919 -2.49905 0.43 -0.62 0.16
H 3.35751 -2.84530 0.00635 0.42 -0.49 -0.26
H 3.38631 -1.55193 -1.18338 0.17 0.06 -0.12
H 3.97114 -1.30151 0.45589 0.41 0.10 -0.13
H 4.68138 -4.21193 -2.30848 -0.18 0.11 0.25
H 5.98898 -3.44123 -3.14527 0.48 0.09 0.46
H 4.47927 -2.66773 -3.15622 -0.31 0.38 0.59
C -3.28718 1.18990 -2.37170 -1.28 -0.35 -0.48
S -4.80971 2.23643 -2.05076 0.12 0.06 -2.14
O -5.93223 1.76648 -3.02688 1.93 0.15 2.34
C -5.00329 1.73486 -0.34202 -0.27 -0.81 0.41
H -3.54145 0.17814 -2.05582 0.26 0.00 0.34
H -2.35472 1.54661 -1.93425 -0.32 0.15 0.33
H -3.19083 1.10209 -3.45388 -0.05 0.38 -0.06
H -4.03722 1.65470 0.15636 0.24 0.27 -0.37
H -5.40288 0.72306 -0.27359 -0.31 0.07 -0.08
H -5.60687 2.44276 0.22602 -0.18 -0.07 -0.28
C -3.35641 -3.36880 -6.96158 0.66 0.31 0.57
S -3.64889 -1.88883 -5.85698 -0.52 -0.54 0.51
O -2.66968 -1.98227 -4.71347 -0.06 0.42 -1.20
C -3.25430 -0.49301 -6.99647 0.86 -0.92 0.06
H -4.26815 -3.74193 -7.42807 0.05 0.61 -0.33
H -3.03128 -4.19780 -6.33297 -0.09 0.31 0.49
H -2.49745 -3.19773 -7.61044 -0.35 0.15 -0.43
H -3.13594 0.43521 -6.43746 -0.46 -0.18 0.18
H -4.04081 -0.45434 -7.75013 -0.06 0.10 0.17
H -2.29538 -0.67766 -7.48070 0.04 -0.09 -0.10
C 5.27686 2.48763 -2.17046 1.20 0.60 -0.15
S 6.93794 1.95198 -1.49216 -2.64 -2.16 1.28
O 6.44954 1.24210 -0.23341 0.92 1.00 -0.46
C 7.22592 0.55634 -2.61495 -0.43 0.33 -1.57
H 4.52964 1.69679 -2.10458 0.42 -0.23 0.03
H 5.40095 2.88078 -3.17949 -0.14 -0.12 -0.12
H 4.98809 3.31596 -1.52348 0.02 -0.02 0.07
H 7.68536 -0.35103 -2.22291 0.37 0.64 0.56
H 7.75398 0.97371 -3.47231 0.54 -0.18 0.01
H 6.29953 0.20861 -3.07210 -0.39 0.14 0.40
C -0.83567 0.63734 7.66609 -0.33 -0.74 -0.28
S -1.15283 1.23215 5.92231 2.55 2.32 1.69
O -0.96034 2.74939 6.01069 -0.87 -1.34 -0.32
C 0.45025 0.66733 5.23323 -0.37 0.09 0.33
H 0.14087 0.80234 8.12134 0.25 0.48 -0.73
H -0.96236 -0.44503 7.64296 -0.16 -0.14 -0.02
H -1.56136 1.04351 8.37071 -0.30 0.16 -0.47
H 1.26467 0.88829 5.92317 -0.25 -0.64 0.60
H 0.79752 1.27088 4.39465 -1.02 -0.21 -0.56
H 0.24752 -0.37733 4.99727 0.77 -0.07 -0.15
C -6.07245 -1.78991 -1.68937 -0.89 -0.59 -0.33
S -6.88208 -2.87882 -0.45137 1.32 -0.37 0.82
O -6.32081 -4.26763 -0.65206 -0.49 0.96 -0.06
C -6.05834 -2.17206 1.05431 -0.31 0.66 -1.05
H -4.99340 -1.89911 -1.79807 -0.01 -0.03 0.40
H -6.41586 -0.75682 -1.63548 0.17 0.03 0.35
H -6.55172 -2.16884 -2.59204 0.24 -0.06 -0.26
H -6.11261 -1.10362 0.84550 0.05 0.15 0.24
H -5.00448 -2.45023 1.06454 -0.12 -0.27 0.04
H -6.56820 -2.31627 2.00686 0.01 -0.48 -0.30
C 0.18898 -4.04756 0.95806 -0.02 -0.28 -0.13
S 0.77919 -4.80992 2.48835 -0.84 -1.73 0.16
O -0.30137 -5.78690 3.01411 1.78 1.58 -1.12
C 2.11232 -5.83128 1.70074 -0.40 -0.14 0.87
H 0.09921 -4.75717 0.13556 -0.15 -0.33 0.22
H 0.91310 -3.30259 0.62826 -0.09 0.29 0.31
H -0.78445 -3.61135 1.18220 0.19 0.20 -0.07
H 2.91353 -5.23223 1.26795 -0.28 0.19 -0.18
H 1.67262 -6.56052 1.02031 -0.09 0.30 -0.19
H 2.55795 -6.39896 2.51760 -0.05 0.06 0.12
C 1.49231 4.86257 -0.72052 -0.03 -0.49 -0.21
S 2.87947 4.73260 0.47409 -1.47 0.66 2.71
O 2.56348 5.68325 1.65941 0.54 -1.09 -2.02
C 2.35659 3.05650 1.17703 0.53 0.89 -1.33
H 1.55770 4.00709 -1.39282 0.02 -0.45 0.23
H 1.48882 5.70129 -1.41668 0.59 0.46 0.56
H 0.53514 4.86975 -0.19911 0.12 -0.05 0.13
H 1.26689 3.07453 1.19501 0.13 -0.29 0.03
H 2.81242 2.84521 2.14433 0.04 0.62 -0.10
H 2.77504 2.35008 0.46011 -0.44 -0.36 -0.02
C -0.18512 3.56785 -4.48566 0.43 -0.65 0.07
S 0.57735 2.19022 -5.52328 3.12 1.14 1.06
O 1.93483 2.71281 -6.12953 -3.07 -0.99 1.27
C 1.10551 1.18006 -4.03007 0.21 -0.18 -0.57
H 0.39145 3.94500 -3.64102 1.04 -0.03 -0.54
H -1.00300 3.16218 -3.89018 -0.70 -0.18 -0.83
H -0.41933 4.37758 -5.17674 -0.32 -0.19 0.18
H 0.28672 0.72486 -3.47288 -0.28 0.64 0.17
H 1.79769 1.77671 -3.43593 -0.47 0.30 0.14
H 1.70222 0.30870 -4.29984 0.04 0.18 -0.78
C -3.05767 -4.48063 -0.72497 0.12 -0.23 -0.03
S -1.93590 -5.14153 -2.00567 -1.41 -0.73 -0.35
O -1.87889 -6.65361 -1.90864 -0.15 1.53 -0.12
C -3.23043 -4.70857 -3.29830 0.38 -0.62 -0.54
H -2.96926 -3.39731 -0.80690 0.16 0.13 0.14
H -2.77398 -4.82951 0.26796 0.15 0.01 -0.11
H -4.09076 -4.74775 -0.94738 0.09 -0.19 0.13
H -3.87320 -5.58142 -3.41267 -0.01 -0.17 0.52
H -2.79431 -4.56876 -4.28742 0.41 0.16 0.31
H -3.84627 -3.84013 -3.06449 0.35 -0.01 0.22
```
Forces are in eV/Å.